91
Properties=species:S:1:pos:R:3:mulliken_spin:R:1 method="wB97M-V/def2-TZVPD" e_homo_ev="-4.2 / -6.1" mol_weight_da=788.343 spin_multiplicity=2 energy_ev=-109992.086 relative_energy_kcal_mol=43.03
Ti -0.2275 1.4116 0.8513 0.83
C -2.4757 3.0301 3.0028 -0.01
C -1.0665 3.3089 3.5016 0.04
N -0.0585 3.2586 2.4717 -0.03
C 1.3401 3.3901 3.0046 0.02
C 2.3312 3.0559 1.8447 0.01
N 1.9552 1.7709 1.1403 -0.04
C 2.8920 0.5989 1.3300 0.00
C 2.7101 -0.1105 2.7440 0.02
C 1.3055 -0.3255 3.3333 0.01
N 0.2541 -0.4479 2.3389 0.00
C -1.0012 -1.0461 2.9389 0.01
C -2.1788 -0.7340 1.9886 0.00
N -2.2670 0.7685 1.7888 -0.04
C -2.8623 1.5063 2.9889 0.03
H -2.5328 3.4406 1.9755 0.00
H -3.1104 3.5066 3.7117 0.00
H -0.8227 2.6520 4.3682 0.00
H -1.0667 4.3250 3.9635 0.00
H -0.2283 3.9059 1.6768 0.00
H 1.4994 2.7509 3.8793 0.00
H 1.4616 4.4107 3.3962 0.00
H 3.3027 2.9488 2.2717 0.00
H 2.2469 3.8344 1.0774 0.00
H 2.1162 1.8960 0.1581 0.00
H 3.9106 0.8702 1.0837 0.00
H 2.5464 -0.1564 0.6235 0.01
H 3.3271 0.4109 3.5195 0.00
H 3.3001 -1.0141 2.6400 0.00
H 0.9913 0.4510 4.0519 -0.01
H 1.2877 -1.2945 3.8964 0.00
H 0.5873 -1.0733 1.6353 0.02
H -1.1724 -0.5664 3.9089 0.00
H -0.9206 -2.1203 3.1536 0.00
H -3.0893 -1.0253 2.4607 0.00
H -2.0261 -1.2307 0.9890 0.01
H -2.8017 1.0080 0.9382 0.00
H -2.4037 1.1042 3.9015 0.00
H -3.9685 1.3632 3.0736 0.00
C -1.9789 9.3726 -1.4581 0.00
C -1.6592 7.9004 -1.2953 0.00
C -0.3339 7.4594 -1.3559 0.00
C -0.0269 6.0790 -1.1046 0.00
C -1.0547 5.2082 -0.9040 0.00
C -2.3724 5.7027 -0.7222 0.00
C -2.7113 6.9491 -1.1996 0.00
S -0.7856 3.3696 -1.1525 0.00
O -0.9559 2.9554 -2.4942 0.00
O -1.7382 2.7130 -0.1671 -0.01
O 0.5085 2.9772 -0.4637 -0.01
H -3.0791 9.4356 -1.5412 0.00
H -1.6007 9.7094 -2.3795 0.00
H -1.5889 10.0496 -0.6622 0.00
H 0.4349 8.1066 -1.7960 0.00
H 0.9902 5.7037 -1.1889 0.00
H -3.1659 5.0614 -0.3338 0.00
H -3.7366 7.2527 -1.5318 0.00
Cl -3.0391 -0.3196 -1.3813 0.00
C -1.5970 -0.4211 -2.3751 0.05
C -1.7069 -0.6271 -3.7442 -0.04
C -0.5709 -0.4697 -4.5865 0.08
C 0.6219 -0.1712 -4.0537 -0.04
C 0.7702 -0.0502 -2.6307 0.07
Cl 2.3463 0.1353 -1.9837 0.01
C -0.3415 -0.0472 -1.7683 0.02
N -0.2376 0.3621 -0.4899 0.00
H -2.7010 -0.6355 -4.2487 0.00
H -0.6754 -0.6078 -5.6368 0.01
H 1.4676 0.2421 -4.5977 0.00
C 3.0243 -5.2788 -1.5907 0.00
C 1.6802 -5.7544 -2.1616 0.00
Sb 0.7203 -6.9400 -0.6244 0.00
C 2.0750 -8.5755 -0.3689 0.00
C 2.6213 -9.1098 -1.6861 0.00
C -1.0121 -7.8020 -1.4945 0.00
C -1.0865 -7.8906 -2.9634 0.00
H 3.6086 -4.5498 -2.2275 0.00
H 3.6548 -6.1396 -1.2817 0.00
H 2.8687 -4.7439 -0.6336 0.00
H 1.8868 -6.3617 -3.1386 0.00
H 1.0044 -4.9195 -2.3796 0.00
H 1.3868 -9.3210 0.1440 0.00
H 2.9205 -8.4405 0.4158 0.00
H 1.8094 -9.3857 -2.3552 0.00
H 3.1699 -10.0215 -1.4814 0.00
H 3.2827 -8.4209 -2.2258 0.00
H -1.8114 -7.1437 -1.1224 0.00
H -1.0945 -8.7785 -1.0028 0.00
H -1.0485 -6.8398 -3.4494 0.00
H -2.0010 -8.4131 -3.2864 0.00
H -0.2268 -8.3987 -3.4613 0.00